# 1
Here is a molecular structure, C11H24ClF2GdNPS2 at a distorted geometry from the Open Molecules 2025 dataset. Energies are from ωB97M-V with the def2-TZVPD basis set.

Properties
net charge	+2
<S²>	15.788
E	-3050.7502	Ha
2S+1	8
E_LUMO (alpha / beta)	-7.113 / -8.470	eV

Atoms and positions in Å:
C1 5.6604 -1.6688 -0.1948
C2 5.2035 -0.4754 -1.0492
N1 4.0892 0.3261 -0.4753
C3 4.3128 0.8449 0.9252
C4 3.9665 2.3209 1.1288
C5 2.8529 -0.0428 -0.7957
S1 2.3786 -1.6133 -1.0833
S2 1.7013 1.2076 -1.0632
C6 0.1181 0.7242 -0.2696
C7 -0.7136 2.0173 -0.1642
C8 -2.1204 1.9513 -0.7547
P1 -3.3269 0.7011 -0.1281
F1 -4.3052 1.8327 0.5887
F2 -2.5724 0.4746 1.3487
C9 -4.7816 -0.5759 0.7139
C10 -4.4501 -2.0218 0.6999
C11 -4.4685 -2.7300 -0.6571
Cl1 -5.5806 -1.9815 -1.8188
H1 5.6905 -2.5709 -0.8108
H2 4.9768 -1.8657 0.6345
H3 6.6680 -1.5282 0.1961
H4 4.8881 -0.7966 -2.0408
H5 6.0201 0.2361 -1.1720
H6 3.7070 0.2305 1.5941
H7 5.3636 0.6658 1.1361
H8 3.9733 2.8569 0.1808
H9 3.0001 2.4503 1.6159
H10 4.7158 2.7884 1.7700
H11 -0.3761 -0.0493 -0.8544
H12 0.3633 0.3074 0.7067
H13 -0.1868 2.8297 -0.6774
H14 -0.7686 2.3218 0.8819
H15 -2.5851 2.9190 -0.5547
H16 -2.0917 1.8378 -1.8446
H17 -2.6406 -0.4655 -0.6169
H18 -4.1367 0.7522 -1.2878
H19 -5.7333 -0.2964 0.2365
H20 -4.8372 -0.2344 1.7575
H21 -5.2416 -2.5440 1.3167
H22 -3.5271 -2.2744 1.2239
H23 -4.7844 -3.7730 -0.5396
H24 -3.4591 -2.8109 -1.0570
Gd1 -6.9622 -2.2777 1.2539

---

# 2
Here is a molecular structure, C11H24InO11 at a distorted geometry from the Open Molecules 2025 dataset. Energies are from ωB97M-V with the def2-TZVPD basis set.

Properties
net charge	+1
E	-1450.6762	Ha
energy relative to the best compared isomer or geometry (same formula, charge and spin)	3.7216	eV
E_LUMO	-8.247	eV

Atoms and positions in Å:
In1 17.1789 -25.6724 22.9715
C1 19.4490 -30.1849 25.8142
O1 18.9104 -29.0263 25.2447
H1 20.0935 -30.6711 25.0818
H2 20.0232 -29.9217 26.7025
H3 18.7338 -30.9568 26.0982
C2 22.2570 -25.3134 20.2854
O2 20.9582 -25.2693 20.7631
H4 22.9106 -25.8604 20.9650
H5 22.3061 -25.9728 19.4189
H6 22.5987 -24.3103 20.0304
C3 18.1774 -25.5902 16.6314
O3 17.2768 -26.7179 16.5628
C4 16.4111 -27.0194 17.5993
O4 16.3423 -26.3801 18.7071
O5 15.6810 -28.0714 17.2639
C5 14.6473 -28.4840 18.0470
H7 17.9765 -24.9161 15.7988
H8 19.1437 -26.0943 16.6132
H9 18.0668 -25.0049 17.5442
H10 14.3596 -29.5099 17.8171
H11 13.6823 -27.9779 18.0177
H12 14.9047 -28.5818 19.1017
C6 19.1869 -20.4281 20.3781
O6 18.4548 -19.6084 21.2165
C7 17.7702 -20.1791 22.2607
O7 17.6407 -21.4142 22.4984
O8 17.1514 -19.2406 22.8723
C8 16.6455 -19.4681 24.1528
H13 18.6294 -20.7864 19.5127
H14 19.4635 -21.3895 20.8108
H15 20.1560 -20.0576 20.0441
H16 17.0043 -20.4196 24.5451
H17 15.5609 -19.5733 24.1236
H18 16.9139 -18.7129 24.8916
C9 14.2008 -21.9188 19.2065
O9 12.9929 -22.1339 19.9422
C10 12.9351 -22.8114 21.0810
O10 13.8211 -23.5088 21.5561
O11 11.7674 -22.7232 21.4987
C11 11.3279 -23.2573 22.7097
H19 15.0564 -21.7215 19.8525
H20 14.1208 -21.0738 18.5226
H21 14.5341 -22.8542 18.7570
H22 10.5257 -22.6175 23.0773
H23 12.0648 -23.3179 23.5105
H24 10.8927 -24.2099 22.4075

---

# 3
Here is 2 unconnected molecules or ions with the total composition C11H24NO7S at a distorted geometry from the Open Molecules 2025 dataset. Energies are from ωB97M-V with the def2-TZVPD basis set.

Properties
net charge	-1
E	-1413.0695	Ha
E_LUMO	2.455	eV

Atoms and positions in Å:
O1 1.3878 1.4179 1.0238
C1 1.9627 0.8229 0.0096
O2 2.6577 -0.3393 0.3243
C2 1.8243 1.3890 -1.5042
C3 1.7113 2.9876 -1.4987
C4 2.9919 3.7609 -2.0861
C5 4.4007 3.0221 -1.8462
S1 5.0596 2.5245 -3.5043
O3 5.5812 3.8012 -4.1552
O4 6.1848 1.5263 -3.4553
O5 3.7845 2.0182 -4.5065
H1 0.8093 0.9743 -1.8758
H2 2.6095 0.9660 -2.2137
H3 1.4576 3.4481 -0.4884
H4 0.8252 3.2518 -2.1962
H5 2.8480 4.0365 -3.1975
H6 3.0494 4.7773 -1.5368
H7 5.1271 3.8252 -1.4433
H8 4.3864 2.1909 -1.0659
H9 4.1921 1.5366 -5.2741
C6 -2.0872 0.7428 2.3756
O6 -2.3432 0.0795 1.1481
C7 -1.2085 -0.6509 0.6689
C8 -1.5229 -2.1463 0.6562
N1 -1.6225 -2.6727 2.0194
C9 -2.1475 -4.0367 2.0812
C10 -3.6102 -4.2442 1.6581
O7 -4.5522 -3.6260 2.5295
C11 -4.8559 -2.2776 2.2071
H10 -2.9693 1.3356 2.6309
H11 -1.9133 0.0198 3.1786
H12 -1.2291 1.4146 2.2833
H13 -0.3047 -0.4352 1.2485
H14 -1.0288 -0.3160 -0.3570
H15 -0.7296 -2.6768 0.1209
H16 -2.4647 -2.2867 0.1116
H17 -2.2318 -2.0686 2.5610
H18 -2.0509 -4.3603 3.1230
H19 -1.5034 -4.6947 1.4875
H20 -3.8120 -5.3194 1.7188
H21 -3.7915 -3.9632 0.6156
H22 -4.7973 -2.0808 1.1331
H23 -4.1977 -1.5998 2.7524
H24 -5.8772 -2.0742 2.5383

---

# 4
Here is a molecular structure, C11H25AgBr2F2N3O3 at a distorted geometry from the Open Molecules 2025 dataset. Energies are from ωB97M-V with the def2-TZVPD basis set.

Properties
net charge	-1
E	-6318.8184	Ha
energy relative to the best compared isomer or geometry (same formula, charge and spin)	1.2979	eV
E_LUMO	2.245	eV

Atoms and positions in Å:
Ag1 1.1734 -1.4184 0.1492
F1 2.4814 -1.2635 2.1727
F2 2.9945 -2.8097 -0.3453
Br1 -2.3906 0.3291 3.5522
C1 -0.4190 0.0084 3.8422
C2 -0.1489 -1.5091 3.6694
Br2 -1.4538 -2.6780 4.6177
H1 -0.1421 0.3129 4.8515
H2 0.2037 0.5587 3.1368
H3 0.8346 -1.5862 4.1330
H4 -0.0777 -1.7744 2.6146
C3 1.9272 1.7476 0.9792
O1 1.8816 0.9428 0.0529
N1 0.9596 2.6019 1.3427
C4 1.2172 3.4154 2.4960
C5 -0.3214 2.6036 0.6269
H5 2.8184 1.8791 1.6123
H6 1.5837 4.3891 2.1712
H7 2.0976 3.1550 3.0836
H8 0.3550 3.6608 3.1162
H9 -0.4973 3.5568 0.1283
H10 -0.2549 1.8674 -0.1742
H11 -1.2414 2.4333 1.1862
C6 -2.1376 -1.4002 -0.5728
O2 -1.2089 -1.6984 0.1970
N2 -3.4426 -1.4321 -0.2217
C7 -4.5217 -1.0011 -1.1660
C8 -3.9791 -1.9364 1.0564
H12 -1.9463 -0.8438 -1.5035
H13 -5.1211 -0.2407 -0.6655
H14 -5.1232 -1.8390 -1.5183
H15 -4.2415 -0.5693 -2.1268
H16 -4.6476 -2.7809 0.8893
H17 -3.1220 -2.3377 1.5973
H18 -4.5529 -1.2513 1.6805
C9 1.0435 -0.5244 -3.5270
O3 0.7913 -1.1304 -2.5221
N3 2.3780 -0.3005 -3.8778
C10 2.7404 0.4589 -5.0495
C11 3.4639 -0.7409 -3.0188
H19 0.3036 -0.1812 -4.2665
H20 3.1019 1.4427 -4.7503
H21 1.8996 0.6560 -5.7147
H22 3.4925 -0.0751 -5.6302
H23 3.3244 -1.8165 -2.9101
H24 4.4875 -0.5968 -3.3647
H25 3.4372 -0.2839 -2.0296

---

# 5
Here is a molecular structure, C11H25AlO7P at a distorted geometry from the Open Molecules 2025 dataset. Energies are from ωB97M-V with the def2-TZVPD basis set.

Properties
net charge	-1
E	-1544.5781	Ha
E_LUMO	0.660	eV

Atoms and positions in Å:
O1 7.0266 2.8964 0.0121
C1 6.6820 2.8889 -1.1914
C2 5.6478 3.9580 -1.7703
Al1 3.8471 2.9090 -1.9222
C3 2.2475 4.1298 -2.3271
C4 1.1491 3.9173 -1.1356
C5 0.6809 2.3986 -1.0446
O2 1.1434 1.6298 -0.1859
O3 -0.2698 1.8168 -1.9607
H1 7.0286 2.1002 -1.9536
H2 5.5485 4.8715 -1.0926
H3 5.9320 4.2879 -2.8364
H4 3.7261 2.0984 -0.5483
H5 4.0454 1.8991 -3.1390
H6 1.7810 3.7306 -3.3019
H7 2.5580 5.2167 -2.4365
H8 0.2576 4.6056 -1.3099
H9 1.6770 4.1814 -0.1521
H10 0.1945 1.1606 -2.5274
O4 -4.0242 -3.0062 1.2079
P1 -2.6167 -2.4065 1.1500
O5 -1.8235 -3.7785 0.6642
C6 -1.9413 -4.1758 -0.6921
C7 -1.2310 -3.2148 -1.6305
O6 -2.3053 -2.5076 2.7797
C8 -3.3811 -2.6504 3.7032
C9 -3.7268 -4.1123 3.9370
O7 -1.1225 -1.5768 1.0348
C10 -1.1957 -0.2518 0.4933
C11 -2.1817 0.6328 1.2315
H11 -2.9995 -4.2757 -0.9642
H12 -1.4823 -5.1648 -0.7760
H13 -1.7799 -2.2710 -1.6998
H14 -1.1654 -3.6311 -2.6398
H15 -0.2233 -2.9889 -1.2758
H16 -4.2478 -2.0730 3.3765
H17 -3.0566 -2.2085 4.6492
H18 -3.7750 -4.6891 3.0108
H19 -4.6897 -4.2024 4.4477
H20 -2.9628 -4.5897 4.5543
H21 -1.4640 -0.3092 -0.5646
H22 -0.1954 0.1827 0.5555
H23 -3.2059 0.2409 1.1649
H24 -2.1789 1.6406 0.8123
H25 -1.9272 0.6903 2.2935

---

# 6
Here is a molecular structure, C11H25AuClIN2OP2 at a distorted geometry from the Open Molecules 2025 dataset. Energies are from ωB97M-V with the def2-TZVPD basis set.

Properties
net charge	+2
<S²>	2.014
E	-2194.1507	Ha
2S+1	3
energy relative to the best compared isomer or geometry (same formula, charge and spin)	12.0762	eV
E_LUMO (alpha / beta)	-8.305 / -7.997	eV

Atoms and positions in Å:
C1 -0.5149 0.1755 -3.2025
C2 -1.2219 0.2789 -1.8553
H1 -0.4038 1.1937 -3.6732
H2 -0.8784 -0.5627 -4.0070
H3 0.4101 -0.1658 -2.7767
O1 -1.2964 1.4526 -1.3231
I1 -1.7705 -3.8003 -0.5065
Au1 2.0463 0.0732 1.9947
P1 3.0393 -0.7901 -0.1192
C3 4.0952 0.3168 1.1550
C4 3.2523 -2.5880 -0.0737
H4 4.2825 -3.0314 0.1112
H5 4.3940 -0.1058 -2.1058
H6 2.7852 -3.0236 -0.9438
H7 2.8901 -0.8132 -2.5517
H8 3.8127 -0.0228 2.2252
H9 2.5895 -2.8268 0.8170
C5 3.3654 -0.1810 -1.8273
H10 5.1859 0.1419 1.1836
H11 2.9123 0.8305 -1.9265
H12 3.8392 1.3461 0.8880
P2 -2.4228 -0.4766 -0.5368
C6 -3.1459 0.5081 0.8259
C7 -3.5753 -0.2997 -1.9449
H13 -2.5771 -2.3172 -1.1497
H14 -4.2712 -2.0988 -0.0914
H15 -2.7898 -1.9414 0.9487
C8 -3.1581 -2.1149 -0.1160
H16 -3.3252 -1.0550 -2.7647
H17 -4.5158 -0.6834 -1.5998
H18 -4.1798 0.6156 0.5515
H19 -2.7197 1.5352 1.0061
H20 -3.6730 0.6018 -2.5382
H21 -3.0087 -0.0806 1.7609
Cl1 0.1688 -1.5529 -0.7473
N1 -0.1501 1.2178 3.0677
C9 -0.1389 2.3541 3.7829
C10 0.1036 3.4000 2.8453
C11 0.3212 2.7162 1.5681
N2 0.1851 1.3799 1.7666
H22 -0.4289 0.2959 3.4263
H23 -0.3592 2.4491 4.8060
H24 0.3007 4.4541 3.0219
H25 0.5460 3.1949 0.6287

---

# 7
Here is a molecular structure, C11H25BBr2ClIN3 from the Open Molecules 2025 dataset. Energies are from ωB97M-V with the def2-TZVPD basis set.

Properties
net charge	-1
E	-6529.2457	Ha
energy relative to the best compared isomer or geometry (same formula, charge and spin)	0.0000	eV
E_LUMO	2.723	eV

Atoms and positions in Å:
C1 -0.3426 2.8665 -1.7653
C2 0.6940 2.5711 -0.6857
C3 1.4640 1.2623 -0.8909
I1 3.4161 1.6617 0.0695
B1 0.7025 -0.1872 -0.4686
C4 0.5495 -1.1466 -1.8298
C5 -0.4966 -1.0186 -2.9384
C6 -1.9614 -0.9589 -2.5561
Cl1 -0.1297 0.3026 -4.1245
C7 -0.7815 0.1631 0.2128
C8 -0.9681 0.7111 1.6463
N1 0.2565 1.3040 2.1969
N2 -1.5224 -0.2925 2.5627
N3 -2.0023 1.7798 1.5921
C9 1.6113 -1.1693 0.5427
Br1 3.2381 -1.8773 -0.3498
C10 0.8264 -2.3690 1.1512
C11 1.1184 -2.5388 2.6397
Br2 1.1988 -4.1533 0.3706
H1 -1.0040 2.0337 -1.9706
H2 -0.9525 3.7196 -1.4637
H3 0.1475 3.1274 -2.7019
H4 0.2314 2.6117 0.2944
H5 1.3911 3.4094 -0.7067
H6 1.7567 1.2346 -1.9388
H7 0.4726 -2.1996 -1.5402
H8 1.5032 -1.0888 -2.3589
H9 -0.3810 -1.8981 -3.5716
H10 -2.1405 -1.6355 -1.7240
H11 -2.2734 0.0391 -2.2643
H12 -2.5793 -1.2712 -3.3961
H13 -1.3308 0.8492 -0.4221
H14 -1.3958 -0.7404 0.1598
H15 0.0254 2.0738 2.8080
H16 0.8239 0.6571 2.7263
H17 -0.9247 -0.4476 3.3555
H18 -1.7355 -1.1608 2.1033
H19 -2.4300 1.8299 2.5087
H20 -1.5796 2.6792 1.3880
H21 2.0716 -0.6547 1.3771
H22 -0.2300 -2.3026 0.9447
H23 0.3489 -3.1195 3.1434
H24 1.2580 -1.5766 3.1221
H25 2.0561 -3.0802 2.7522

---

# 8
Here is a molecular structure, C11H25Cl2GaNO2S from the Open Molecules 2025 dataset. Energies are from ωB97M-V with the def2-TZVPD basis set.

Properties
net charge	-1
E	-3882.7552	Ha
E_LUMO	2.706	eV

Atoms and positions in Å:
C1 -3.8118 2.9881 0.4826
C2 -3.5927 2.1072 -0.7296
O1 -4.4456 1.3418 -1.1104
N1 -2.3370 2.2547 -1.3438
C3 -2.1976 3.5533 -1.9969
C4 -1.8807 1.0978 -2.1376
C5 -0.6429 0.4374 -1.5109
C6 -0.9619 -0.7946 -0.6501
C7 0.2101 -1.7814 -0.5536
Ga1 1.9079 -1.0498 0.2958
O2 3.3679 -2.1032 -0.3276
C8 1.8846 -1.2077 2.3284
C9 0.7320 -0.4444 2.9831
C10 0.4641 -0.8129 4.4569
S1 -0.9429 -1.9488 4.7094
H1 -4.2542 2.3759 1.2682
H2 -4.4908 3.8077 0.2347
H3 -2.8670 3.3966 0.8411
H4 -1.2612 3.5643 -2.5545
H5 -2.1340 4.3544 -1.2531
H6 -3.0289 3.7749 -2.6800
H7 -2.6988 0.3815 -2.2243
H8 -1.6421 1.4323 -3.1531
H9 0.0867 0.1718 -2.2819
H10 -0.1735 1.1922 -0.8735
H11 -1.8547 -1.2816 -1.0706
H12 -1.2296 -0.4586 0.3608
H13 0.4819 -2.0942 -1.5721
H14 -0.1115 -2.6784 -0.0104
H15 2.2071 0.4838 -0.1512
H16 4.1734 -1.7008 0.0186
H17 2.8383 -0.8153 2.7090
H18 1.8449 -2.2708 2.6014
H19 -0.1922 -0.5964 2.4128
H20 0.9516 0.6294 2.9532
H21 0.2683 0.0759 5.0606
H22 1.3186 -1.3528 4.8696
H23 -1.8121 -1.2867 3.9371
C11 5.0795 -2.8690 -2.7738
Cl1 4.4971 -3.5630 -4.2998
Cl2 6.7821 -3.2831 -2.4780
H24 4.9956 -1.7922 -2.8342
H25 4.4719 -3.2351 -1.9525

---

# 9
Here is a molecular structure, C11H25ClGaNO2PPb at a distorted geometry from the Open Molecules 2025 dataset. Energies are from ωB97M-V with the def2-TZVPD basis set.

Properties
net charge	+1
E	-3558.0104	Ha
energy relative to the best compared isomer or geometry (same formula, charge and spin)	0.0838	eV
E_LUMO	-7.349	eV

Atoms and positions in Å:
C1 3.4398 0.4038 1.1944
C2 2.9194 0.7806 -0.2518
C3 2.4038 -0.4801 -0.9587
C4 1.6580 -0.2303 -2.2603
C5 0.6279 0.8458 -2.0176
Ga1 -0.7504 0.1048 -0.7094
C6 -1.4565 -1.7214 -1.2605
C7 -1.4030 -2.8398 -0.2145
C8 -2.1399 -2.5773 1.0837
Cl1 -3.7356 -1.8045 0.8404
C9 -2.3553 1.4100 -0.7571
C10 -3.0996 1.6184 0.5593
O1 -3.3467 3.0245 0.7943
C11 -2.2470 3.5981 1.3147
O2 -1.5650 4.3433 0.7412
P1 0.3147 0.1721 1.4225
N1 1.3279 -1.0968 1.6677
H1 4.5451 0.4090 1.2613
H2 3.0550 -0.5816 1.5139
H3 3.1093 1.1600 1.8945
H4 3.7746 1.1925 -0.7785
H5 2.1727 1.5454 -0.1825
H6 1.7982 -1.1263 -0.3165
H7 3.3163 -1.1034 -1.2727
H8 1.2608 -1.1449 -2.6749
H9 2.3775 0.1183 -3.0100
H10 0.1102 1.0357 -2.9502
H11 1.0449 1.7933 -1.7000
H12 -2.4709 -1.5923 -1.6067
H13 -0.9040 -2.0871 -2.1253
H14 -0.3890 -3.1510 0.0168
H15 -1.8785 -3.7148 -0.6541
H16 -2.3672 -3.5313 1.5341
H17 -1.5674 -2.0285 1.8214
H18 -2.9944 1.0227 -1.5382
H19 -1.9458 2.3559 -1.0971
H20 -2.6257 1.1562 1.4229
H21 -4.0797 1.1845 0.4556
H22 -2.0510 3.3128 2.3621
H23 1.1116 1.3380 1.5909
H24 -0.6803 0.1687 2.4261
H25 1.0235 -1.6391 2.4708
Pb1 4.6616 -1.6440 -0.0520

---

# 10
Here is a molecular structure, C11H25F6NNaO14S5 at a distorted geometry from the Open Molecules 2025 dataset. Energies are from ωB97M-V with the def2-TZVPD basis set.

Properties
<S²>	0.753
E	-4294.4859	Ha
2S+1	2
E_LUMO (alpha / beta)	-0.056 / -2.421	eV

Atoms and positions in Å:
Na1 -0.6503 0.2159 0.1643
C1 1.8850 0.2819 -3.3082
F1 1.4937 -0.7425 -2.4608
F2 3.1281 0.6215 -3.1552
F3 1.6349 -0.0478 -4.5729
S1 0.9796 1.9175 -2.7720
O1 1.8457 2.5740 -1.8337
O2 0.7055 2.5914 -4.0329
N1 -0.4450 1.2661 -1.9681
S2 -1.6152 2.0414 -2.6647
O3 -1.5548 3.5015 -2.7139
O4 -2.2019 1.3551 -3.7829
C2 -2.8504 1.7547 -1.1854
F4 -3.1014 0.4465 -0.9776
F5 -2.3820 2.1176 -0.0124
F6 -3.9337 2.2935 -1.4648
O5 0.3915 -1.4178 1.8374
H1 0.4562 -1.7954 0.9387
O6 -1.8369 -1.9971 -0.6206
S3 -1.7981 -2.9315 -1.7605
O7 -2.6776 -2.7077 -2.8795
O8 -0.2582 -3.0560 -2.2974
C3 0.0070 -3.8379 -3.4245
C4 1.3222 -4.5210 -3.2927
C5 -2.1117 -4.6572 -1.0426
H2 -0.0943 -3.1757 -4.2844
H3 -0.7508 -4.6049 -3.5843
H4 1.3577 -5.2613 -2.4935
H5 2.1838 -3.8921 -3.0684
H6 1.4337 -5.1027 -4.2077
H7 -1.1569 -5.0792 -0.7290
H8 -2.5832 -5.2228 -1.8462
H9 -2.7405 -4.5266 -0.1619
O9 -0.2593 -0.1216 4.2595
S4 -1.2718 0.8120 3.7602
O10 -1.0298 1.4760 2.4569
O11 -2.8462 0.3229 3.9620
C6 -3.8428 0.9593 3.1831
C7 -5.0155 1.3674 4.1710
C8 -1.4476 2.2860 5.0245
H10 -4.2275 0.2136 2.4874
H11 -3.4784 1.7997 2.5924
H12 -4.6582 2.1229 4.8708
H13 -5.4584 0.5656 4.7617
H14 -5.9118 1.8252 3.7525
H15 -2.1819 2.9706 4.6001
H16 -0.4555 2.7312 5.0993
H17 -1.8947 1.8042 5.8940
O12 1.8986 0.7597 0.1325
S5 2.6126 1.0125 1.3918
O13 2.3861 0.2825 2.6057
O14 4.1913 0.8413 1.0334
C9 4.5685 0.8366 -0.3116
C10 6.0947 0.7336 -0.3701
C11 2.6287 2.8914 1.6449
H18 4.1848 1.6014 -0.9868
H19 3.9939 -0.0287 -0.6422
H20 6.3269 0.0348 0.4336
H21 6.4885 1.6957 -0.0425
H22 6.5323 0.3958 -1.3095
H23 1.5779 3.1667 1.7347
H24 3.2697 3.2999 0.8636
H25 3.1429 2.9409 2.6047

---

> Among the records above, which one has the lowest E?

C11H25BBr2ClIN3